{"formula": "C45H56N9O4PPbSe", "method": "wB97M-V/def2-TZVPD", "elements": ["Pb", "O", "C", "C", "C", "C", "C", "C", "C", "N", "C", "C", "N", "H", "H", "H", "H", "H", "H", "H", "C", "O", "C", "C", "C", "C", "C", "C", "N", "C", "N", "C", "C", "C", "C", "C", "C", "O", "C", "N", "C", "C", "C", "C", "C", "C", "O", "C", "H", "H", "H", "H", "H", "H", "H", "H", "H", "H", "H", "H", "H", "H", "H", "H", "H", "H", "H", "H", "H", "H", "N", "C", "N", "C", "N", "Se", "C", "C", "C", "C", "P", "N", "C", "C", "C", "C", "C", "C", "C", "C", "H", "H", "H", "H", "H", "H", "H", "H", "H", "H", "H", "H", "H", "H", "H", "H", "H", "H", "H", "H", "H", "H", "H", "H", "H", "H", "H"], "positions_angstrom": [[-0.13, 0.47, 0.22], [2.26, 0.39, 0.66], [3.35, 1.06, 0.72], [4.60, 0.37, 0.59], [5.81, 1.03, 0.63], [5.86, 2.42, 0.81], [4.67, 3.11, 0.95], [3.43, 2.47, 0.91], [2.20, 3.26, 1.02], [0.95, 2.84, 0.93], [0.13, 3.93, 1.13], [0.89, 5.03, 1.34], [2.20, 4.60, 1.27], [4.55, -0.70, 0.44], [6.73, 0.46, 0.52], [6.81, 2.95, 0.84], [4.72, 4.18, 1.07], [-0.94, 3.81, 1.09], [0.64, 6.06, 1.53], [3.02, 5.16, 1.41], [-5.88, -4.69, 0.88], [-5.41, -4.20, -0.38], [-5.57, -2.84, -0.53], [-6.57, -2.35, -1.34], [-6.72, -0.99, -1.53], [-5.85, -0.12, -0.88], [-4.84, -0.60, -0.07], [-4.67, -1.97, 0.10], [-3.65, -2.51, 0.90], [-2.45, -1.73, 1.04], [-2.25, -1.43, 2.35], [-1.20, -0.79, 3.02], [-0.15, -0.12, 2.42], [0.82, 0.45, 3.25], [0.74, 0.40, 4.63], [-0.33, -0.25, 5.23], [-1.29, -0.84, 4.43], [-2.39, -1.51, 4.93], [-2.50, -1.60, 6.33], [-1.68, -1.36, 0.09], [-1.89, -1.75, -1.26], [-2.14, -0.75, -2.20], [-2.34, -1.05, -3.54], [-2.26, -2.37, -3.97], [-1.98, -3.38, -3.06], [-1.82, -3.09, -1.71], [-1.60, -4.05, -0.78], [-1.65, -5.40, -1.23], [-5.93, -5.77, 0.80], [-6.88, -4.29, 1.09], [-5.21, -4.40, 1.69], [-7.22, -3.07, -1.83], [-7.50, -0.61, -2.18], [-5.93, 0.95, -1.03], [-4.12, 0.09, 0.38], [-3.40, -3.45, 0.61], [-2.98, -1.78, 2.94], [1.66, 0.95, 2.79], [1.51, 0.86, 5.24], [-0.41, -0.29, 6.31], [-3.40, -2.17, 6.53], [-2.60, -0.61, 6.79], [-1.64, -2.11, 6.77], [-2.19, 0.27, -1.82], [-2.56, -0.26, -4.24], [-2.39, -2.61, -5.01], [-1.90, -4.40, -3.40], [-1.50, -6.02, -0.35], [-0.85, -5.62, -1.93], [-2.62, -5.62, -1.68], [1.79, -6.21, -0.30], [1.88, -5.06, -0.14], [2.12, -3.80, 0.10], [1.32, -2.80, -0.07], [0.74, -1.79, -0.15], [-2.44, 1.72, 0.41], [2.23, -1.21, -3.81], [0.88, -0.64, -4.28], [-0.18, -1.70, -3.91], [0.94, -0.48, -5.81], [0.53, 0.93, -3.26], [0.16, 0.42, -1.86], [2.04, 2.07, -3.36], [3.12, 1.50, -2.43], [2.68, 2.29, -4.74], [1.63, 3.42, -2.77], [-0.89, 1.83, -4.13], [-1.52, 2.80, -3.12], [-0.56, 2.60, -5.41], [-1.98, 0.79, -4.44], [2.30, -2.26, -4.13], [2.32, -1.18, -2.73], [3.08, -0.68, -4.26], [0.22, -2.69, -4.13], [-1.11, -1.58, -4.48], [-0.42, -1.65, -2.85], [1.18, -1.45, -6.25], [1.70, 0.23, -6.13], [-0.02, -0.17, -6.23], [3.73, 0.73, -2.90], [2.67, 1.07, -1.54], [3.80, 2.30, -2.12], [3.20, 1.40, -5.09], [3.43, 3.08, -4.64], [1.97, 2.61, -5.51], [1.07, 3.31, -1.84], [1.04, 4.02, -3.46], [2.54, 3.99, -2.54], [-0.93, 3.71, -2.97], [-1.68, 2.35, -2.14], [-2.50, 3.11, -3.49], [0.08, 3.46, -5.23], [-1.50, 2.97, -5.83], [-0.09, 1.98, -6.17], [-2.20, 0.17, -3.57], [-1.72, 0.14, -5.27], [-2.90, 1.33, -4.71]], "lowdin_charge": [0.9701, -0.1936, -0.4121, -0.0171, -0.1233, -0.1456, -0.0828, -0.1018, -0.2804, 0.0513, -0.1727, -0.1092, 0.0846, 0.1135, 0.0874, 0.0744, 0.0852, -0.0103, 0.0886, 0.1201, -0.0878, -0.1198, -0.2569, -0.0333, -0.1115, -0.0835, -0.0508, -0.1776, 0.1344, -0.3578, 0.1656, -0.1893, -0.1690, -0.1163, -0.0960, -0.0535, -0.2137, -0.1070, -0.1116, 0.0223, -0.2057, -0.0575, -0.2450, -0.1372, -0.0247, -0.2144, -0.0909, -0.0872, 0.0824, 0.0901, 0.0794, 0.1077, 0.0852, 0.1001, -0.0573, 0.1200, 0.1304, 0.0738, 0.0912, 0.0869, 0.0853, 0.0907, 0.0902, 0.0378, -0.0284, 0.1369, 0.1046, 0.0875, 0.0837, 0.0890, 0.0234, -0.4747, 0.0457, -0.3088, 0.1044, 0.1055, -0.0876, -0.5259, -0.1230, -0.0827, 0.8792, -0.3113, -0.5750, -0.0904, -0.0903, -0.0920, -0.5358, -0.0977, -0.0954, -0.1380, 0.0808, 0.0784, 0.0563, 0.1157, 0.0260, 0.0705, 0.0835, 0.0567, 0.0547, 0.0645, 0.0487, 0.0856, 0.0597, 0.0827, 0.0500, 0.0712, 0.0560, 0.0809, 0.0607, -0.0214, 0.0854, 0.0541, 0.0804, 0.0563, -0.0377, 0.1157, 0.1372], "multiplicity": 1, "total_charge": -2, "orbital_gap_ev": 5.4, "e_above_lowest_ev": 12.290, "e_lumo_ev": 4.088}